Entry 1:
89
Properties=species:S:1:pos:R:3:mulliken_charge:R:1 method="wB97M-V/def2-TZVPD" s2=0.75 total_charge=+2 spin_multiplicity=2 total_energy_ha=-8977.560355 de_lowest_kcal_mol=8.1
Ir -0.096 -0.114 0.124 1.719
C -1.050 2.899 1.725 -1.432
P 0.369 1.915 1.209 1.333
C 1.422 1.752 2.660 -1.408
C 1.273 2.967 0.083 0.393
C 1.515 4.309 0.371 -1.079
C 2.237 5.079 -0.525 -0.845
C 2.719 4.514 -1.702 -0.839
C 2.482 3.179 -1.984 -1.086
C 1.751 2.405 -1.082 0.425
P 1.442 0.664 -1.377 1.458
C 1.065 0.587 -3.133 -1.385
C 2.995 -0.185 -1.089 -1.388
H -0.704 3.752 2.310 0.542
H -1.715 2.299 2.340 0.338
H -1.598 3.255 0.853 0.514
H 1.753 2.750 2.951 0.567
H 2.283 1.127 2.434 0.355
H 0.865 1.296 3.478 0.404
H 1.149 4.758 1.287 0.370
H 2.427 6.121 -0.307 0.442
H 3.283 5.117 -2.401 0.442
H 2.871 2.754 -2.901 0.357
H 1.959 0.909 -3.668 0.673
H 0.234 1.255 -3.359 0.360
H 0.827 -0.425 -3.428 0.379
H 3.771 0.338 -1.652 0.493
H 2.908 -1.217 -1.428 0.387
H 3.238 -0.176 -0.027 0.315
Se -2.093 -6.007 -1.802 -0.264
P -2.097 -4.545 -3.297 0.556
C -3.728 -4.242 -4.030 0.770
C -4.800 -5.038 -3.636 -0.400
C -6.034 -4.896 -4.256 -0.786
C -6.194 -3.982 -5.286 -0.627
C -5.120 -3.201 -5.697 -0.801
C -3.892 -3.324 -5.069 -0.108
C -1.004 -4.836 -4.699 0.956
C -0.614 -6.141 -4.970 -0.686
C 0.200 -6.402 -6.065 -0.690
C 0.618 -5.366 -6.885 -0.554
C 0.232 -4.058 -6.612 -0.929
C -0.574 -3.791 -5.520 -0.047
C -1.369 -3.036 -2.532 0.337
C -1.728 -1.895 -1.830 -0.847
N -0.541 -1.324 -1.445 0.994
N 0.469 -2.083 -1.873 -0.554
N 0.000 -3.099 -2.506 -0.707
P -3.166 -0.932 -1.391 0.966
Se -2.288 0.892 -0.497 -0.231
C -4.065 -0.423 -2.838 0.725
C -5.455 -0.403 -2.816 -0.602
C -6.143 0.134 -3.896 -0.834
C -5.444 0.640 -4.980 -0.630
C -4.050 0.614 -5.002 -0.629
C -3.356 0.093 -3.927 -0.288
C -4.247 -1.754 -0.243 0.475
C -4.673 -1.115 0.923 -0.604
C -5.515 -1.786 1.795 -0.706
C -5.926 -3.082 1.505 -0.691
C -5.489 -3.718 0.351 -0.734
C -4.646 -3.057 -0.527 0.003
H -4.654 -5.775 -2.855 0.445
H -6.865 -5.518 -3.947 0.447
H -7.150 -3.892 -5.786 0.456
H -5.236 -2.507 -6.518 0.493
H -3.058 -2.730 -5.417 0.207
H -0.942 -6.944 -4.322 0.385
H 0.510 -7.417 -6.272 0.426
H 1.253 -5.573 -7.736 0.407
H 0.561 -3.250 -7.253 0.429
H -0.856 -2.767 -5.300 0.090
H -5.995 -0.797 -1.964 0.485
H -7.224 0.159 -3.885 0.478
H -5.985 1.061 -5.818 0.460
H -3.514 1.015 -5.852 0.461
H -2.271 0.092 -3.924 0.272
H -4.349 -0.108 1.150 0.388
H -5.846 -1.301 2.703 0.460
H -6.588 -3.601 2.186 0.422
H -5.797 -4.732 0.134 0.501
H -4.296 -3.562 -1.412 0.322
Cl -1.562 -0.223 3.360 -0.084
C -0.750 -1.713 2.840 0.032
Cl -1.369 -2.247 1.249 0.024
C 0.737 -1.457 2.637 0.340
O 1.526 -1.847 3.435 -0.504
O 1.083 -0.774 1.530 -0.932
H -0.950 -2.469 3.588 0.447


Entry 2:
90
Properties=species:S:1:pos:R:3:mulliken_charge:R:1 method="wB97M-V/def2-TZVPD" s2=6.03 total_charge=-1 spin_multiplicity=5 total_energy_ha=-3093.636564 de_lowest_kcal_mol=22.3
Ru -0.558 -0.651 -0.005 -0.048
O -0.231 3.161 1.045 -0.642
C 0.280 2.059 1.020 -0.038
N -0.408 0.882 1.286 0.317
C -1.486 0.961 2.202 0.266
C -1.645 1.961 3.159 -0.641
C -2.675 1.877 4.083 -0.742
C -3.553 0.803 4.066 -0.607
C -3.400 -0.208 3.131 -0.925
C -2.362 -0.130 2.206 0.453
N -2.026 -1.095 1.242 0.173
C -2.735 -2.230 1.022 0.072
O -3.755 -2.606 1.576 -0.776
C -2.116 -3.105 -0.046 0.576
C -2.774 -4.236 -0.490 -0.547
C -2.174 -5.007 -1.471 -0.480
C -0.938 -4.625 -1.971 -1.059
C -0.347 -3.478 -1.474 0.219
N -0.921 -2.745 -0.527 0.300
C 1.774 1.999 0.798 0.307
C 2.357 3.028 0.062 -0.316
C 3.730 3.041 -0.087 -0.275
C 4.477 2.053 0.539 -0.500
C 3.808 1.097 1.282 -0.352
N 2.481 1.057 1.410 -0.316
H -0.978 2.808 3.168 0.467
H -2.793 2.666 4.816 0.370
H -4.364 0.750 4.781 0.375
H -4.075 -1.047 3.102 0.488
H -3.739 -4.466 -0.064 0.506
H -2.668 -5.892 -1.851 0.408
H -0.440 -5.192 -2.746 0.489
H 0.595 -3.109 -1.850 0.098
H 1.713 3.768 -0.388 0.513
H 4.213 3.807 -0.682 0.386
H 5.554 2.015 0.447 0.397
H 4.358 0.311 1.787 0.371
O -2.964 1.386 -2.865 -0.670
Cl -2.553 0.864 -1.568 1.181
O -1.897 -0.514 -1.862 -0.514
O 0.294 1.900 -1.943 -1.005
O -3.740 0.560 -0.772 -0.648
C 2.262 -2.144 0.455 -1.818
C 2.331 -1.255 -0.780 0.710
O 3.419 -1.162 -1.379 -0.626
N 1.201 -0.646 -1.167 1.824
Te 1.573 0.833 -2.635 -0.010
C 2.728 2.347 -3.983 0.164
C 2.495 3.720 -4.022 1.404
C 1.452 4.453 -3.214 -1.805
C 3.282 4.489 -4.885 -0.758
C 4.276 3.939 -5.674 0.895
C 5.107 4.792 -6.595 -1.587
C 4.500 2.569 -5.585 -0.882
C 3.749 1.764 -4.740 0.757
C 4.043 0.286 -4.702 -1.439
C 0.539 -0.131 -4.246 1.133
C -0.466 0.590 -4.901 0.772
C -0.677 2.078 -4.818 -1.738
C -1.347 -0.104 -5.732 -1.025
C -1.246 -1.464 -5.945 1.060
C -2.246 -2.202 -6.793 -1.673
C -0.183 -2.137 -5.357 -0.988
C 0.723 -1.496 -4.525 1.062
C 1.908 -2.306 -4.065 -2.029
H 3.277 -2.395 0.755 0.470
H 1.728 -3.069 0.231 0.262
H 1.756 -1.634 1.276 0.265
H 0.905 3.795 -2.544 -0.271
H 0.729 4.925 -3.884 0.459
H 1.926 5.252 -2.639 0.563
H 3.098 5.559 -4.930 0.316
H 4.796 5.836 -6.551 0.349
H 5.014 4.456 -7.630 0.329
H 6.165 4.743 -6.330 0.332
H 5.287 2.115 -6.180 0.406
H 5.058 0.092 -5.051 0.493
H 3.355 -0.254 -5.359 0.191
H 3.955 -0.137 -3.699 0.181
H 0.002 2.575 -4.140 -0.067
H -1.684 2.281 -4.456 0.430
H -0.559 2.505 -5.817 0.471
H -2.152 0.454 -6.199 0.294
H -2.990 -1.521 -7.204 0.346
H -2.771 -2.954 -6.202 0.328
H -1.758 -2.717 -7.623 0.361
H -0.049 -3.197 -5.553 0.374
H 1.613 -3.339 -3.878 0.449
H 2.407 -1.916 -3.182 0.163
H 2.657 -2.338 -4.860 0.468


Entry 3:
82
Properties=species:S:1:pos:R:3:mulliken_charge:R:1 method="wB97M-V/def2-TZVPD" total_energy_ha=-2237.513105
Os -0.184 -0.407 0.507 0.937
O -0.582 -3.138 1.261 -0.638
C -0.056 -2.151 1.736 -0.336
C 0.775 -2.229 2.984 0.290
C 1.182 -3.405 3.597 -0.510
C 2.065 -3.334 4.663 -0.567
C 2.544 -2.100 5.103 -0.697
C 2.125 -0.923 4.499 -0.669
C 1.223 -0.999 3.445 0.412
P 0.450 0.372 2.544 0.807
C -0.855 0.957 3.679 0.178
C -0.660 1.016 5.058 -0.289
C -1.666 1.488 5.889 -0.702
C -2.877 1.902 5.353 -0.604
C -3.085 1.826 3.984 -0.786
C -2.083 1.348 3.154 -0.091
C 1.711 1.682 2.546 0.544
C 1.689 2.774 3.406 -0.273
C 2.697 3.728 3.345 -0.714
C 3.731 3.589 2.432 -0.531
C 3.759 2.496 1.573 -0.657
C 2.750 1.549 1.624 -0.596
H 0.821 -4.352 3.215 0.535
H 2.406 -4.240 5.146 0.393
H 3.255 -2.060 5.918 0.427
H 2.511 0.033 4.833 0.470
H 0.272 0.686 5.496 0.363
H -1.502 1.525 6.958 0.419
H -3.661 2.269 6.003 0.391
H -4.036 2.125 3.560 0.416
H -2.258 1.241 2.092 0.288
H 0.877 2.895 4.112 0.406
H 2.671 4.582 4.009 0.419
H 4.515 4.334 2.383 0.388
H 4.562 2.389 0.856 0.432
H 2.750 0.707 0.940 0.288
C -3.542 0.871 -4.859 -1.846
C -2.164 0.266 -4.782 1.380
C -1.066 1.014 -5.201 -0.966
C 0.218 0.503 -5.107 -0.856
C 0.419 -0.779 -4.628 -0.823
C -0.672 -1.545 -4.232 0.285
N -0.510 -2.886 -3.810 0.094
C 0.728 -3.384 -3.393 0.010
C 1.330 -4.413 -4.118 -0.760
C 2.549 -4.942 -3.736 -0.606
C 3.212 -4.436 -2.626 -0.755
C 2.618 -3.427 -1.891 -0.763
C 1.375 -2.904 -2.244 0.323
C 0.749 -1.952 -1.293 1.098
O -0.455 -1.580 -1.358 -0.963
O 1.446 -1.517 -0.308 -0.679
C -1.969 -1.022 -4.275 1.135
C -3.100 -1.864 -3.755 -1.694
H -3.502 1.852 -5.332 0.400
H -3.978 0.998 -3.865 0.336
H -4.227 0.247 -5.435 0.399
H -1.224 2.013 -5.590 0.312
H 1.065 1.099 -5.424 0.413
H 1.417 -1.198 -4.580 0.461
H -1.039 -3.541 -4.365 0.408
H 0.830 -4.782 -5.006 0.423
H 2.991 -5.741 -4.318 0.383
H 4.172 -4.836 -2.328 0.414
H 3.092 -3.043 -0.998 0.503
H -2.801 -2.333 -2.817 0.297
H -3.367 -2.665 -4.452 0.313
H -3.998 -1.276 -3.583 0.457
C -0.677 3.508 0.511 -1.627
C -1.218 2.439 -0.439 1.653
C -2.744 2.497 -0.517 -1.545
C -0.607 2.613 -1.832 -1.478
N -0.832 1.122 0.011 0.542
H -0.946 4.492 0.123 0.516
H 0.410 3.450 0.577 0.305
H -1.093 3.411 1.514 0.284
H -3.057 3.453 -0.939 0.438
H -3.196 2.392 0.471 0.333
H -3.118 1.695 -1.154 0.292
H -0.906 3.571 -2.264 0.470
H -0.934 1.810 -2.491 0.123
H 0.482 2.576 -1.770 0.419


Entry 4:
86
Properties=species:S:1:pos:R:3:mulliken_charge:R:1 method="wB97M-V/def2-TZVPD" total_charge=+1 total_energy_ha=-2215.717491
C -1.410 -0.414 2.549 -1.147
C -1.942 0.695 3.496 -0.284
N -2.884 1.541 2.751 0.198
C -3.910 2.123 3.616 -0.967
C -5.119 2.511 2.758 -0.352
N -6.144 3.242 3.586 -0.260
C -7.384 3.228 2.906 0.348
N -7.416 3.397 1.556 -0.361
N -8.412 3.061 3.652 -0.004
C -9.779 3.023 3.130 -0.477
O -10.574 2.384 4.105 -0.395
C -11.827 2.125 3.546 0.606
C -12.360 0.724 3.572 -0.915
O -12.431 2.973 3.070 -0.413
C -2.229 2.542 1.962 0.447
C -1.088 3.382 2.494 -1.236
O -2.619 2.743 0.881 -0.532
H -1.510 -0.046 1.529 0.284
H -2.061 -1.282 2.623 0.319
H -0.370 -0.662 2.734 0.362
H -1.081 1.233 3.905 0.188
H -2.419 0.201 4.337 0.468
H -3.539 2.954 4.231 0.276
H -4.245 1.331 4.279 0.419
H -4.759 3.131 1.943 0.469
H -5.570 1.592 2.404 0.205
H -5.871 4.228 3.526 0.346
H -8.153 2.883 1.087 0.254
H -7.385 4.372 1.276 0.265
H -8.242 2.964 4.650 0.333
H -9.818 2.412 2.230 0.262
H -10.124 4.037 2.931 0.328
H -13.309 0.727 3.056 0.334
H -11.717 0.019 3.049 0.293
H -12.544 0.376 4.586 0.305
H -1.268 4.436 2.315 0.375
H -0.192 3.107 1.940 0.156
H -0.867 3.196 3.540 0.475
C 0.462 2.108 -0.970 -0.076
C 0.520 1.290 -2.095 -0.976
C 1.746 0.933 -2.632 -0.413
C 2.921 1.401 -2.053 0.347
C 2.862 2.240 -0.940 0.053
C 1.630 2.582 -0.397 -0.941
C 4.105 2.792 -0.334 0.516
O 4.047 3.518 0.638 -0.676
C 5.411 2.439 -0.950 0.218
C 6.579 2.986 -0.434 -0.578
C 7.803 2.653 -0.991 -0.479
C 7.866 1.764 -2.059 -0.673
C 6.705 1.220 -2.581 -0.388
C 5.474 1.562 -2.036 0.177
C 4.235 0.995 -2.628 0.464
O 4.287 0.219 -3.561 -0.683
H -0.498 2.379 -0.547 0.548
H -0.394 0.930 -2.551 0.440
H 1.789 0.296 -3.504 0.733
H 1.589 3.223 0.474 0.686
H 6.531 3.674 0.399 0.477
H 8.711 3.084 -0.591 0.407
H 8.824 1.500 -2.487 0.412
H 6.755 0.532 -3.415 0.498
C 7.354 -8.237 -3.660 -0.477
C 8.287 -7.253 -3.348 -0.489
C 7.868 -5.968 -3.048 -0.525
C 6.514 -5.657 -3.069 0.204
C 5.579 -6.639 -3.404 0.136
C 6.004 -7.931 -3.689 -0.539
C 4.128 -6.316 -3.479 0.667
O 3.315 -7.170 -3.766 -0.667
C 3.699 -4.918 -3.200 0.139
C 2.357 -4.582 -3.318 -0.654
C 1.943 -3.288 -3.049 -0.753
C 2.866 -2.325 -2.653 -0.045
C 4.206 -2.655 -2.539 -0.761
C 4.628 -3.947 -2.820 0.164
C 6.077 -4.276 -2.726 0.525
O 6.884 -3.436 -2.383 -0.685
H 7.684 -9.243 -3.887 0.399
H 9.343 -7.491 -3.338 0.401
H 8.593 -5.204 -2.800 0.463
H 5.279 -8.695 -3.937 0.472
H 1.638 -5.330 -3.623 0.471
H 0.896 -3.026 -3.147 0.419
H 2.541 -1.317 -2.439 0.543
H 4.924 -1.906 -2.237 0.531


Entry 5:
86
Properties=species:S:1:pos:R:3:mulliken_charge:R:1 method="wB97M-V/def2-TZVPD" total_charge=+2 total_energy_ha=-5050.406745 de_lowest_kcal_mol=0.0
W 0.031 -0.878 0.312 0.943
O -3.704 0.656 1.290 -0.574
C -2.854 -0.102 0.909 0.001
N -1.531 -0.141 1.352 0.133
C -1.172 0.846 2.309 0.143
C -1.893 1.157 3.456 -0.397
C -1.400 2.138 4.295 -0.920
C -0.210 2.795 3.991 -0.777
C 0.513 2.483 2.853 -0.903
C 0.019 1.494 2.007 0.972
N 0.650 0.964 0.862 0.439
C 1.691 1.666 0.259 0.093
O 1.860 2.853 0.315 -0.600
C 2.642 0.727 -0.388 0.349
C 3.852 1.160 -0.891 -0.800
C 4.771 0.207 -1.298 -0.706
C 4.443 -1.133 -1.161 -1.145
C 3.192 -1.482 -0.680 -0.168
N 2.291 -0.561 -0.317 0.586
C -3.093 -1.121 -0.141 0.525
C -4.366 -1.331 -0.622 -0.897
C -4.565 -2.354 -1.535 -0.513
C -3.473 -3.121 -1.896 -1.147
C -2.222 -2.829 -1.378 0.137
N -2.010 -1.821 -0.516 0.095
H -2.817 0.645 3.679 0.535
H -1.943 2.392 5.195 0.484
H 0.163 3.563 4.655 0.500
H 1.428 3.007 2.625 0.560
H 4.051 2.222 -0.923 0.635
H 5.734 0.502 -1.692 0.493
H 5.141 -1.913 -1.429 0.547
H 2.900 -2.516 -0.586 0.559
H -5.161 -0.697 -0.257 0.589
H -5.548 -2.557 -1.940 0.494
H -3.568 -3.953 -2.579 0.518
H -1.380 -3.434 -1.665 0.344
C -2.299 4.136 0.646 -1.604
C -2.253 4.538 -0.829 1.811
C -1.450 5.841 -0.954 -1.729
C -3.688 4.760 -1.327 -1.692
C -1.597 3.466 -1.694 0.357
C -1.404 3.706 -3.071 -0.155
C -0.846 2.776 -3.917 -1.359
C -0.447 1.557 -3.370 1.057
S 0.219 0.167 -4.173 -0.370
C 0.272 -0.665 -2.693 -0.504
N -0.145 0.029 -1.651 0.470
C -0.600 1.309 -2.008 -1.162
C -1.192 2.254 -1.170 0.076
C 0.665 -2.042 -2.459 2.811
C 1.038 -2.924 -3.470 -0.688
C 1.293 -4.248 -3.153 -1.082
C 1.156 -4.677 -1.838 -1.061
C 0.797 -3.787 -0.829 -0.095
C 0.561 -2.446 -1.123 -0.721
H -2.753 4.945 1.219 0.513
H -1.298 3.968 1.051 0.307
H -2.905 3.241 0.813 0.313
H -1.892 6.605 -0.314 0.460
H -1.450 6.228 -1.973 0.368
H -0.414 5.694 -0.643 0.353
H -4.170 5.536 -0.731 0.436
H -4.279 3.846 -1.234 0.342
H -3.714 5.078 -2.369 0.384
H -1.717 4.652 -3.490 0.505
H -0.731 2.982 -4.972 0.461
H -1.329 2.042 -0.122 -0.489
H 1.115 -2.586 -4.497 0.511
H 1.577 -4.946 -3.929 0.475
H 1.326 -5.717 -1.591 0.479
H 0.686 -4.152 0.180 0.661
C 4.052 -2.314 3.095 -0.990
Si 2.639 -3.490 2.975 0.364
C 1.871 -3.993 4.567 -1.105
C 2.876 -4.851 1.754 -0.885
Se 0.860 -2.030 2.157 -0.178
H 4.906 -2.840 3.533 0.427
H 3.818 -1.467 3.739 0.355
H 4.355 -1.940 2.116 0.288
H 2.561 -4.659 5.094 0.392
H 0.936 -4.533 4.417 0.351
H 1.680 -3.130 5.205 0.337
H 3.670 -5.494 2.150 0.481
H 3.194 -4.487 0.777 0.257
H 1.988 -5.473 1.639 0.339